A structure of composition C34H18F5N4O10S2Ta in a non-equilibrium geometry. Source: the OMol25 dataset; level of theory: the ωB97M-V functional and the def2-TZVPD basis.

HOMO = -8.5 eV
Multiplicity = 1
DFT total energy = -98796.9843 eV
Orbital gap = 7.3 eV
LUMO energy = -1.2 eV
Maximum force = 3.42 eV/Å

```
74
Properties=species:S:1:pos:R:3:forces:R:3
Ta 0.686 0.526 0.564 1.74 -0.79 0.40
O -0.925 4.667 0.604 -1.01 0.96 0.97
C -1.233 4.695 1.936 1.50 -0.72 -1.49
C -1.984 5.747 2.397 -0.14 0.24 -0.18
C -2.237 5.809 3.730 -0.09 -0.45 1.59
C -1.717 4.895 4.696 -0.92 0.95 -2.52
C -0.989 3.862 4.188 0.36 0.01 0.90
C -0.715 3.747 2.831 -1.00 1.10 0.35
C 0.043 2.615 2.453 1.17 -1.82 -0.59
O 0.304 2.419 1.165 0.01 -0.18 -0.58
N 0.482 1.744 3.300 -0.33 0.55 0.29
N 1.186 0.726 2.661 -0.60 1.12 1.30
C 1.819 0.020 3.548 -0.35 -0.50 -1.01
C 2.658 -1.049 3.223 0.28 0.18 0.58
C 3.222 -1.811 4.262 -0.79 1.35 0.01
C 4.062 -2.785 3.914 2.51 -2.25 -0.59
C 4.444 -3.037 2.541 -2.46 0.81 0.54
C 3.807 -2.325 1.518 1.58 -0.17 1.07
C 2.960 -1.271 1.897 -0.64 -0.91 -1.05
O 2.307 -0.610 0.964 -0.84 0.59 -1.09
H -0.499 3.836 0.425 0.55 -0.88 -0.39
H -2.347 6.492 1.702 -0.08 -0.10 0.00
H -2.921 6.550 4.074 -0.23 0.68 0.28
H -2.045 5.012 5.689 0.07 -0.11 1.14
H -0.543 3.117 4.822 -0.08 -0.18 0.24
H 1.643 0.199 4.587 -0.16 0.60 0.49
H 2.948 -1.501 5.274 0.26 -0.54 -0.15
H 4.568 -3.435 4.647 -0.47 0.49 -0.19
H 5.004 -3.929 2.349 0.57 -0.04 -0.26
H 4.058 -2.476 0.477 -0.26 -0.10 -0.06
O 0.122 -0.932 -0.712 0.14 -0.86 -0.33
C 0.535 -1.793 -1.611 -1.05 -0.04 0.03
N 1.695 -1.743 -2.131 1.23 -0.10 -0.94
S 1.893 -2.885 -3.377 -0.28 0.51 1.49
O 1.921 -2.220 -4.638 0.14 0.37 -0.44
O 2.965 -3.786 -3.047 -0.55 0.26 0.01
C 0.290 -3.581 -3.126 -0.15 -0.38 -0.29
C -0.202 -4.682 -3.817 -0.21 0.06 0.33
C -1.447 -5.151 -3.399 0.84 1.74 0.97
C -2.107 -4.500 -2.334 -1.15 -0.96 -0.09
C -1.626 -3.393 -1.670 1.80 0.81 -1.04
C -0.392 -2.889 -2.130 0.57 -0.58 0.28
H 0.381 -5.151 -4.620 -0.32 0.17 0.41
H -1.879 -5.986 -3.858 -0.64 -1.06 -0.54
H -3.078 -4.904 -2.009 0.51 0.14 -0.21
H -2.105 -2.882 -0.865 -0.54 0.02 0.37
F -6.282 -1.198 1.627 0.19 0.11 0.00
C -4.983 -0.894 1.544 0.33 0.32 -0.06
C -4.032 -1.793 2.014 0.29 0.30 0.45
F -4.398 -2.887 2.674 -0.41 -0.22 -0.12
C -2.668 -1.505 1.991 -0.74 -0.34 -0.03
F -1.845 -2.321 2.691 -0.27 0.68 -0.88
C -2.242 -0.357 1.336 0.62 0.04 1.14
O -0.925 -0.074 1.384 -1.02 0.51 -0.27
C -3.210 0.578 0.936 0.71 0.31 -0.45
F -2.763 1.750 0.437 -0.24 -0.41 0.16
C -4.574 0.356 1.037 1.80 -2.62 0.83
F -5.419 1.235 0.659 -1.63 1.59 -0.73
O -1.663 2.881 -2.928 1.01 -1.08 -0.08
S -0.951 1.629 -2.784 -0.57 -0.11 0.05
O -1.724 0.403 -2.789 0.71 0.82 0.10
N 0.035 1.710 -1.399 0.73 -0.55 -1.47
C 1.327 1.522 -1.754 -1.51 0.43 0.94
O 2.082 1.374 -0.737 0.82 -0.33 -0.19
C 1.677 1.379 -3.166 -1.45 0.04 -0.96
C 2.906 1.141 -3.787 -0.35 -0.43 -0.78
C 2.906 0.956 -5.191 -1.81 1.05 1.50
C 1.695 1.106 -5.926 2.67 -0.30 1.26
C 0.504 1.311 -5.307 -0.31 0.09 1.88
C 0.466 1.419 -3.914 1.20 0.32 0.21
H 3.815 1.038 -3.195 -0.24 0.11 -0.17
H 3.827 0.816 -5.687 0.76 -0.30 -0.53
H 1.788 1.084 -6.975 -0.24 -0.19 -1.09
H -0.359 1.373 -5.887 -1.46 0.16 -0.73
```
Forces are in eV/Å.

Let us look at the Löwdin charges, expressed in e, one per atom: atom 1 (Ta): 2.02, atom 2 (O): 0.09, atom 3 (C): -0.23, atom 4 (C): -0.01, atom 5 (C): -0.06, atom 6 (C): -0.05, atom 7 (C): -0.03, atom 8 (C): -0.10, atom 9 (C): -0.39, atom 10 (O): -0.21, atom 11 (N): 0.09, atom 12 (N): -0.10, atom 13 (C): -0.01, atom 14 (C): -0.16, atom 15 (C): -0.04, atom 16 (C): -0.09, atom 17 (C): -0.02, atom 18 (C): 0.03, atom 19 (C): -0.30, atom 20 (O): -0.19, atom 21 (H): 0.05, atom 22 (H): 0.13, atom 23 (H): 0.10, atom 24 (H): 0.09, atom 25 (H): 0.11, atom 26 (H): 0.14, atom 27 (H): 0.13, atom 28 (H): 0.11, atom 29 (H): 0.10, atom 30 (H): 0.12, atom 31 (O): -0.20, atom 32 (C): -0.43, atom 33 (N): 0.04, atom 34 (S): 0.67, atom 35 (O): -0.28, atom 36 (O): -0.29, atom 37 (C): -0.23, atom 38 (C): -0.02, atom 39 (C): -0.05, atom 40 (C): -0.06, atom 41 (C): 0.01, atom 42 (C): -0.09, atom 43 (H): 0.13, atom 44 (H): 0.09, atom 45 (H): 0.11, atom 46 (H): 0.11, atom 47 (F): 0.12, atom 48 (C): -0.12, atom 49 (C): -0.14, atom 50 (F): 0.13, atom 51 (C): -0.13, atom 52 (F): 0.11, atom 53 (C): -0.18, atom 54 (O): -0.21, atom 55 (C): -0.11, atom 56 (F): 0.11, atom 57 (C): -0.18, atom 58 (F): 0.19, atom 59 (O): -0.28, atom 60 (S): 0.71, atom 61 (O): -0.29, atom 62 (N): -0.10, atom 63 (C): -0.48, atom 64 (O): -0.09, atom 65 (C): -0.13, atom 66 (C): 0.02, atom 67 (C): -0.02, atom 68 (C): -0.04, atom 69 (C): -0.03, atom 70 (C): -0.15, atom 71 (H): 0.13, atom 72 (H): 0.10, atom 73 (H): 0.10, atom 74 (H): 0.11

A structure of composition C34H23AsClN2OSbSe4Y in a non-equilibrium geometry. Source: the OMol25 dataset; level of theory: the ωB97M-V functional and the def2-TZVPD basis.

HOMO = -4.4 eV
Multiplicity = 1
DFT total energy = -382994.9996 eV
Orbital gap = 6.0 eV
Net charge = -1
LUMO energy = 1.5 eV
Maximum force = 1.94 eV/Å

```
68
Properties=species:S:1:pos:R:3:forces:R:3
Y 0.107 1.518 0.571 -0.24 -0.73 1.78
Cl 4.285 -4.224 2.397 -0.11 0.06 -0.02
C 2.974 -3.080 2.204 0.08 0.04 0.03
C 1.716 -3.521 1.793 -0.10 -0.10 -0.03
C 0.682 -2.630 1.644 -0.09 -0.04 0.00
C 0.859 -1.244 1.844 -0.03 0.32 0.10
O -0.120 -0.404 1.651 0.10 -0.10 -0.11
C 2.139 -0.822 2.294 0.28 0.35 0.15
C 2.415 0.546 2.708 -0.14 -0.30 0.07
N 1.710 1.563 2.389 0.20 0.53 0.13
C 1.964 2.842 2.963 -0.43 -0.52 -0.28
C 3.166 3.280 3.425 0.25 0.29 0.20
C 3.291 4.572 3.999 -0.02 -0.29 -0.14
C 2.207 5.388 4.095 -0.16 -0.03 -0.03
C 0.951 4.962 3.587 -0.06 0.43 0.15
C -0.198 5.792 3.606 0.23 -0.04 0.04
C -1.353 5.355 3.041 -0.10 -0.15 -0.11
C -1.364 4.087 2.416 0.01 0.08 -0.06
N -0.328 3.289 2.387 0.21 -0.06 0.24
C 0.828 3.706 2.991 0.06 -0.33 -0.04
C 3.173 -1.752 2.481 0.03 -0.12 0.00
H 1.550 -4.571 1.589 0.05 0.00 0.01
H -0.298 -2.973 1.340 0.00 0.01 -0.02
H 3.257 0.673 3.394 0.01 -0.07 0.00
H 4.045 2.656 3.329 0.00 0.01 0.00
H 4.259 4.903 4.350 0.01 -0.01 0.00
H 2.286 6.378 4.526 0.00 0.00 0.01
H -0.123 6.774 4.058 -0.04 0.01 -0.01
H -2.241 5.971 3.019 -0.02 -0.03 -0.01
H -2.234 3.740 1.873 -0.06 0.09 0.03
H 4.138 -1.412 2.838 0.00 0.00 -0.01
Se 1.469 4.759 -0.089 -0.01 -0.09 0.10
Sb 0.696 3.225 -1.798 0.27 1.00 -0.57
Se 2.108 1.207 -1.183 0.27 -0.28 -0.38
Se -1.697 2.790 -0.996 -0.37 0.04 -0.30
Se 0.814 3.697 -4.086 -0.01 0.14 -0.85
C -1.732 0.133 -5.985 -0.04 -0.01 0.14
C -0.437 0.004 -5.509 0.02 0.02 -0.04
C -0.209 -0.223 -4.159 -0.02 0.06 -0.10
C -1.277 -0.327 -3.275 0.24 0.11 -0.09
C -2.573 -0.173 -3.748 -0.08 -0.02 -0.02
C -2.798 0.047 -5.099 0.03 0.03 -0.11
As -0.858 -0.607 -1.398 -0.49 -1.09 0.04
C 0.066 -2.347 -1.610 -0.10 0.62 0.06
C 1.407 -2.541 -1.904 -0.15 -0.03 0.05
C 1.902 -3.837 -1.969 0.14 -0.01 -0.02
C 1.067 -4.924 -1.739 -0.08 0.09 0.01
C -0.274 -4.724 -1.438 0.14 -0.03 -0.03
C -0.777 -3.430 -1.371 -0.49 -0.03 0.16
C -2.174 -3.075 -0.989 0.43 -0.24 -0.07
C -3.171 -3.986 -0.659 -0.11 0.00 0.04
C -4.422 -3.527 -0.269 0.09 0.08 -0.03
C -4.675 -2.161 -0.197 -0.11 -0.01 0.04
C -3.681 -1.246 -0.520 0.08 -0.08 -0.07
C -2.439 -1.709 -0.927 0.39 0.54 -0.09
H -1.912 0.319 -7.036 0.00 0.00 -0.01
H 0.405 0.106 -6.180 0.00 0.00 0.00
H 0.810 -0.290 -3.802 0.02 -0.01 0.05
H -3.421 -0.226 -3.077 0.04 -0.02 0.05
H -3.812 0.165 -5.462 -0.01 0.00 0.02
H 2.052 -1.684 -2.055 0.05 -0.03 -0.02
H 2.950 -3.997 -2.190 -0.01 -0.02 0.01
H 1.465 -5.930 -1.786 0.00 -0.01 0.00
H -0.915 -5.577 -1.249 -0.01 0.00 0.00
H -2.983 -5.052 -0.697 0.02 0.00 -0.01
H -5.199 -4.235 -0.011 -0.01 0.00 0.00
H -5.650 -1.808 0.118 0.00 -0.01 0.00
H -3.870 -0.180 -0.461 -0.02 0.00 0.02
```
Forces are in eV/Å.

Let us look at the Löwdin charges, expressed in e, one per atom: atom 1 (Y): 0.57, atom 2 (Cl): 0.61, atom 3 (C): -0.67, atom 4 (C): -0.10, atom 5 (C): 0.00, atom 6 (C): -0.37, atom 7 (O): -0.25, atom 8 (C): -0.14, atom 9 (C): -0.07, atom 10 (N): 0.01, atom 11 (C): -0.22, atom 12 (C): -0.01, atom 13 (C): -0.06, atom 14 (C): -0.04, atom 15 (C): -0.17, atom 16 (C): -0.01, atom 17 (C): -0.04, atom 18 (C): -0.14, atom 19 (N): 0.01, atom 20 (C): -0.24, atom 21 (C): -0.07, atom 22 (H): 0.11, atom 23 (H): 0.12, atom 24 (H): 0.13, atom 25 (H): 0.11, atom 26 (H): 0.10, atom 27 (H): 0.11, atom 28 (H): 0.12, atom 29 (H): 0.11, atom 30 (H): 0.08, atom 31 (H): 0.11, atom 32 (Se): -0.08, atom 33 (Sb): -0.33, atom 34 (Se): -0.01, atom 35 (Se): -0.06, atom 36 (Se): -0.17, atom 37 (C): -0.10, atom 38 (C): -0.09, atom 39 (C): -0.12, atom 40 (C): -0.37, atom 41 (C): -0.10, atom 42 (C): -0.09, atom 43 (As): 1.25, atom 44 (C): -0.29, atom 45 (C): -0.09, atom 46 (C): -0.09, atom 47 (C): -0.09, atom 48 (C): -0.04, atom 49 (C): -0.21, atom 50 (C): -0.20, atom 51 (C): -0.03, atom 52 (C): -0.09, atom 53 (C): -0.09, atom 54 (C): -0.10, atom 55 (C): -0.30, atom 56 (H): 0.10, atom 57 (H): 0.10, atom 58 (H): 0.08, atom 59 (H): 0.09, atom 60 (H): 0.10, atom 61 (H): 0.06, atom 62 (H): 0.10, atom 63 (H): 0.10, atom 64 (H): 0.10, atom 65 (H): 0.10, atom 66 (H): 0.10, atom 67 (H): 0.10, atom 68 (H): 0.10

A structure of composition C34H23BClN2O6RuS2 in a non-equilibrium geometry. Source: the OMol25 dataset; level of theory: the ωB97M-V functional and the def2-TZVPD basis.

HOMO (alpha / beta) = -0.9 / -2.6 eV
Multiplicity = 6
DFT total energy = -88349.9356 eV
Orbital gap (alpha / beta) = 4.8 / 6.1 eV
Net charge = -2
LUMO energy (alpha / beta) = 3.9 / 3.6 eV
Maximum force = 1.12 eV/Å

```
70
Properties=species:S:1:pos:R:3:forces:R:3
Ru -1.272 1.154 0.293 -0.52 0.95 -0.31
S -0.270 3.204 -0.694 -0.16 0.02 0.05
C -1.559 4.348 -0.491 0.62 0.60 -0.60
C -1.387 5.650 -1.125 -0.07 -0.60 0.24
N -1.236 6.670 -1.637 0.02 -0.02 0.02
C -2.678 4.109 0.225 -0.91 0.33 0.33
S -2.993 2.632 1.079 0.20 -0.17 0.12
C -3.687 5.148 0.363 0.48 -0.53 -0.13
N -4.504 5.952 0.471 -0.05 0.04 0.05
O -0.319 -1.407 -0.359 -0.25 -0.14 -0.12
C 0.191 -0.385 0.023 0.86 -0.07 0.14
C 5.907 1.688 2.474 -0.12 0.01 -0.03
C 4.847 2.545 2.789 -0.06 -0.07 -0.07
C 3.587 2.335 2.264 0.07 -0.01 0.03
C 3.315 1.251 1.388 -0.08 -0.01 -0.10
C 4.401 0.387 1.091 0.16 0.00 0.15
C 5.661 0.610 1.627 -0.17 0.00 -0.03
C 1.993 1.073 0.892 0.17 -0.26 -0.26
C 1.542 0.096 -0.058 -0.10 0.12 0.11
C 2.339 -0.360 -1.212 -0.06 -0.06 0.14
C 2.131 -1.590 -1.859 0.08 -0.08 -0.10
C 2.902 -1.973 -2.951 -0.06 0.06 0.11
C 3.906 -1.146 -3.441 -0.06 0.03 0.09
C 4.115 0.084 -2.822 -0.10 0.01 0.07
C 3.344 0.471 -1.737 0.05 0.09 -0.16
H 6.896 1.855 2.884 -0.01 0.00 0.00
H 5.011 3.386 3.454 0.00 0.01 0.01
H 2.772 3.007 2.515 0.05 -0.03 -0.01
H 4.236 -0.467 0.447 0.06 0.05 0.11
H 6.465 -0.075 1.382 0.00 0.00 -0.01
H 1.243 1.691 1.365 -0.07 0.04 0.05
H 1.347 -2.246 -1.507 0.03 0.01 0.00
H 2.706 -2.930 -3.423 0.00 0.03 0.01
H 4.504 -1.446 -4.294 0.00 0.00 0.01
H 4.878 0.757 -3.196 -0.01 0.00 0.01
H 3.509 1.440 -1.280 -0.01 -0.07 -0.05
O -0.758 -0.485 2.986 -0.06 0.12 0.10
B -0.859 0.757 2.308 0.04 -0.10 0.23
O -0.606 1.788 3.262 0.08 -0.32 0.07
C -0.359 1.165 4.451 -0.03 0.43 -0.19
C -0.063 1.730 5.668 0.07 -0.02 0.24
C 0.139 0.856 6.744 -0.04 0.01 -0.13
C 0.039 -0.523 6.580 -0.03 0.04 -0.17
C -0.267 -1.080 5.330 0.07 -0.02 0.28
C -0.457 -0.204 4.289 -0.12 -0.34 -0.43
H 0.009 2.806 5.777 0.00 -0.06 0.01
H 0.378 1.262 7.720 -0.01 -0.01 -0.03
H 0.202 -1.177 7.428 0.00 0.02 -0.02
H -0.348 -2.149 5.180 0.01 0.06 0.01
C -4.934 -2.848 -4.809 0.04 -0.02 0.01
C -3.796 -3.256 -3.910 0.00 -0.06 -0.09
C -2.811 -4.130 -4.358 0.01 -0.04 -0.06
C -1.749 -4.466 -3.535 0.03 -0.03 -0.03
Cl -0.510 -5.560 -4.140 -0.15 0.12 0.06
C -1.642 -3.954 -2.256 0.04 0.03 0.06
C -2.628 -3.094 -1.792 0.15 -0.05 0.02
C -3.690 -2.751 -2.614 -0.02 0.07 -0.01
O -4.676 -1.918 -2.146 -0.08 0.20 0.02
C -4.332 -0.526 -2.194 -0.12 -0.21 -0.07
C -3.263 -0.106 -1.197 0.34 0.09 0.37
O -2.382 0.695 -1.634 -0.07 -0.13 0.19
O -3.322 -0.510 -0.023 -0.08 -0.04 -0.22
H -5.162 -3.637 -5.527 0.02 0.02 0.01
H -4.683 -1.946 -5.374 0.01 -0.01 0.03
H -5.828 -2.627 -4.228 0.01 -0.02 0.02
H -2.866 -4.543 -5.359 0.00 0.01 0.03
H -0.795 -4.202 -1.630 -0.03 0.02 -0.01
H -2.563 -2.649 -0.807 0.01 -0.03 -0.01
H -5.241 0.010 -1.930 -0.09 0.03 -0.04
H -4.020 -0.244 -3.200 0.03 -0.02 -0.08
```
Forces are in eV/Å.

Let us look at the Löwdin charges, expressed in e, one per atom: atom 1 (Ru): 0.97, atom 2 (S): 0.61, atom 3 (C): -0.77, atom 4 (C): -0.30, atom 5 (N): 0.12, atom 6 (C): -0.74, atom 7 (S): 0.66, atom 8 (C): -0.30, atom 9 (N): 0.12, atom 10 (O): 0.05, atom 11 (C): -0.37, atom 12 (C): -0.14, atom 13 (C): -0.12, atom 14 (C): -0.05, atom 15 (C): -0.23, atom 16 (C): -0.05, atom 17 (C): -0.11, atom 18 (C): -0.06, atom 19 (C): -0.19, atom 20 (C): -0.18, atom 21 (C): -0.03, atom 22 (C): -0.10, atom 23 (C): -0.13, atom 24 (C): -0.10, atom 25 (C): -0.05, atom 26 (H): 0.08, atom 27 (H): 0.09, atom 28 (H): 0.11, atom 29 (H): 0.10, atom 30 (H): 0.09, atom 31 (H): 0.05, atom 32 (H): 0.09, atom 33 (H): 0.09, atom 34 (H): 0.08, atom 35 (H): 0.09, atom 36 (H): 0.12, atom 37 (O): 0.14, atom 38 (B): -0.58, atom 39 (O): 0.10, atom 40 (C): -0.22, atom 41 (C): 0.00, atom 42 (C): -0.11, atom 43 (C): -0.11, atom 44 (C): 0.00, atom 45 (C): -0.21, atom 46 (H): 0.11, atom 47 (H): 0.09, atom 48 (H): 0.09, atom 49 (H): 0.11, atom 50 (C): -0.04, atom 51 (C): -0.20, atom 52 (C): -0.08, atom 53 (C): -0.66, atom 54 (Cl): 0.60, atom 55 (C): -0.09, atom 56 (C): 0.03, atom 57 (C): -0.24, atom 58 (O): -0.06, atom 59 (C): -0.08, atom 60 (C): -0.70, atom 61 (O): -0.13, atom 62 (O): -0.05, atom 63 (H): 0.07, atom 64 (H): 0.08, atom 65 (H): 0.08, atom 66 (H): 0.10, atom 67 (H): 0.11, atom 68 (H): 0.11, atom 69 (H): 0.13, atom 70 (H): 0.13

Let's list relative energy (zero: lowest compared OMol25 entry of this formula, charge and spin) in order: 64.1; 24.1; 25.0 kJ/mol.